Molecular formula: C21H72N12O15
Method: DFT, ωB97M-V with the def2-TZVPD basis set

Calculated values
LUMO level   -0.27 eV
Total charge   0
HOMO energy   -0.3103 Ha
Relative energy (zero: lowest compared OMol25 entry of this formula, charge and spin)   123.0 kJ/mol
Strongest force on any atom   0.1811 hartree/bohr

```
120
C21H72N12O15 ωB97M-V with the def2-TZVPD basis set
H 16.349 -24.636 9.391
N 12.325 -20.806 5.201
H 9.301 -21.627 11.418
C 8.939 -24.546 7.556
O 12.249 -19.524 10.984
H 12.166 -28.474 9.684
O 14.183 -21.308 8.295
O 17.027 -23.463 8.612
C 13.693 -24.165 6.392
N 15.885 -25.198 10.193
O 9.171 -25.061 11.022
N 11.880 -20.515 7.272
C 13.307 -19.820 11.849
C 11.327 -20.563 6.071
C 12.288 -25.852 13.166
H 17.543 -25.104 14.366
H 15.185 -24.328 14.407
C 16.804 -21.041 10.808
O 7.536 -24.772 7.464
H 17.752 -24.911 12.620
N 15.820 -21.850 10.674
H 16.772 -20.624 8.481
H 11.018 -25.833 8.896
O 12.751 -26.590 14.224
H 15.488 -20.604 5.416
H 9.028 -27.657 10.507
H 13.744 -19.598 13.952
N 14.747 -20.815 6.033
O 10.160 -28.249 9.481
H 12.051 -22.370 10.073
H 9.782 -18.189 7.650
C 15.115 -21.049 7.323
H 9.998 -27.918 8.584
O 14.785 -27.238 11.040
H 11.328 -27.417 10.904
O 9.961 -20.393 5.714
C 18.391 -23.294 8.836
O 17.958 -21.291 11.625
H 12.935 -18.159 13.127
N 16.688 -20.052 9.965
H 15.297 -27.752 8.727
H 18.544 -22.207 8.842
C 11.352 -27.703 9.853
N 16.360 -20.712 7.467
H 17.025 -20.745 6.694
N 8.118 -27.210 10.845
C 9.661 -18.295 8.721
C 11.723 -26.612 8.842
H 9.148 -24.416 8.636
O 14.797 -23.633 5.657
H 17.947 -23.791 10.980
H 7.153 -24.707 12.165
H 18.717 -25.031 10.047
H 12.561 -25.222 11.099
H 9.415 -25.443 7.250
O 15.129 -23.846 12.470
H 8.787 -19.630 10.070
H 16.547 -22.882 9.226
N 12.864 -25.728 11.956
H 17.453 -23.525 13.631
H 6.277 -26.238 12.218
H 13.827 -23.416 9.242
H 12.173 -20.151 4.401
N 7.016 -25.639 11.752
H 10.580 -23.371 6.718
H 11.497 -23.499 8.753
H 11.081 -21.853 11.949
C 10.024 -21.894 12.217
H 14.220 -24.104 12.283
H 14.983 -22.685 5.892
H 17.352 -19.264 10.118
C 15.451 -26.446 10.051
H 13.679 -20.766 5.665
H 14.073 -24.654 7.266
H 19.754 -23.724 10.482
C 18.727 -23.960 10.157
O 13.252 -23.927 9.813
C 9.230 -19.737 9.085
H 14.365 -19.589 11.543
C 15.670 -24.689 13.515
H 8.787 -17.639 9.067
H 10.675 -25.136 14.140
H 15.950 -26.402 7.998
H 12.812 -20.939 7.481
C 9.529 -23.350 6.825
H 8.343 -20.122 8.545
H 9.894 -20.161 13.328
H 12.687 -26.229 9.164
H 9.410 -22.409 7.394
H 13.765 -26.269 11.845
O 10.204 -20.708 9.302
H 15.799 -22.579 11.408
H 11.747 -26.963 7.866
H 15.749 -24.915 11.168
C 17.196 -24.574 13.479
H 7.297 -25.568 7.974
H 11.989 -19.603 13.544
H 12.243 -21.626 4.596
H 15.407 -25.766 13.327
H 11.144 -20.759 7.990
H 10.768 -20.415 9.989
H 13.171 -24.940 5.879
H 14.931 -21.593 10.217
H 13.351 -20.902 11.871
N 15.655 -26.856 8.847
N 11.229 -25.066 13.240
H 12.979 -23.350 6.674
C 8.161 -25.975 11.219
H 11.295 -23.988 10.480
H 15.768 -19.607 9.748
H 9.884 -22.929 12.333
H 19.011 -23.731 8.026
H 9.036 -23.132 5.909
H 10.535 -17.946 9.255
H 7.339 -27.827 11.194
H 10.732 -24.783 12.403
C 11.932 -23.421 9.793
O 9.766 -21.117 13.412
C 12.991 -19.235 13.246
H 12.684 -19.305 10.119
```